<1>
{
  "formula": "C4H9N5",
  "method": "ωB97M-V with the def2-TZVPD basis set",
  "elements": ["N", "H", "H", "N", "C", "H", "H", "N", "H", "C", "N", "H", "C", "H", "H", "H", "N", "C"],
  "positions_angstrom": [[1.545, -0.910, 0.742], [-0.931, 0.928, 2.391], [1.463, 1.603, 1.911], [1.339, 1.554, 0.905], [-0.738, 0.188, 0.501], [1.013, -0.755, -2.485], [2.584, -0.031, -2.136], [-1.412, 0.873, 1.506], [-2.394, 0.663, 1.599], [0.735, 0.324, 0.496], [-2.608, -0.721, -0.534], [-3.074, -0.887, 0.358], [1.885, -0.811, -1.832], [0.786, 2.346, 0.599], [2.354, -1.787, -1.940], [-2.762, -1.500, -1.163], [-1.240, -0.501, -0.453], [1.454, -0.577, -0.465]],
  "homo_energy_ev": -8.00,
  "mol_weight_g_mol": 127.2,
  "charge": 0,
  "smiles": "CC1=N[C@]1(N)/C(N)=N/N",
  "spin_multiplicity": 1,
  "lumo_ev": 0.864
}

<2>
{
  "formula": "C4H9N5",
  "method": "ωB97M-V with the def2-TZVPD basis set",
  "elements": ["H", "H", "H", "C", "H", "N", "H", "H", "H", "N", "C", "N", "C", "N", "H", "N", "H", "C"],
  "positions_angstrom": [[-0.406, 2.268, -0.597], [-3.435, 0.612, -0.033], [2.863, -2.288, 1.504], [-0.680, -0.015, 0.503], [-3.290, 1.778, 1.210], [0.332, -1.425, 1.243], [3.278, -1.981, -0.273], [2.068, -3.424, 0.248], [1.255, 1.845, -1.461], [-1.806, 0.266, 0.887], [2.408, -2.295, 0.416], [1.305, -1.393, 0.463], [0.198, 1.597, -1.245], [0.227, 0.348, -0.415], [-0.536, 1.402, -2.088], [1.315, -0.456, -0.532], [-2.346, 1.937, -0.249], [-2.751, 1.224, 0.419]],
  "homo_energy_ev": -7.24,
  "mol_weight_g_mol": 127.2,
  "charge": 0,
  "spin_multiplicity": 1,
  "lumo_ev": 0.882
}

What are the relative energies? In hartree: <1> 0.0000; <2> 0.1235.